(1)
The following is a DFT calculation (ωB97M-V/def2-TZVPD) of a 12-piece molecular cluster, C46H69O35 overall in a non-equilibrium geometry.

Geometry as XYZ:
```
150
Properties=species:S:1:pos:R:3:mulliken_charge:R:1
C 0.04243 0.14053 -0.12396 1.54
C -0.54888 -0.33644 1.22629 0.03
O -1.50916 -1.23356 1.29756 -0.80
O -0.25911 0.24221 2.31036 -0.31
H 1.08383 0.45466 -0.05395 -0.31
H -0.61746 0.85477 -0.61642 -0.18
H 0.12786 -0.77097 -0.71552 -0.95
C 4.32170 -0.27208 -0.65614 -1.33
C 4.71444 -1.58501 -1.42309 1.98
C 6.24267 -1.56347 -1.72111 -0.67
O 6.75022 -2.51035 -0.76486 -0.39
C 5.75248 -3.26806 -0.28826 0.40
O 5.92197 -4.29018 0.33743 -0.57
O 4.61205 -2.69433 -0.51360 -0.17
H 3.26941 -0.23463 -0.37441 0.06
H 4.45105 0.52825 -1.38472 0.14
H 4.91676 0.09610 0.17959 0.55
H 4.05840 -1.59137 -2.29354 -0.82
H 6.62661 -0.54343 -1.73603 0.36
H 6.20728 -2.13622 -2.64782 0.49
C 1.18327 4.09953 -0.68853 -0.19
C 0.16114 5.27296 -0.64628 0.30
C -1.32300 4.81757 -1.04799 -0.68
O -1.83918 4.63676 0.22713 -0.01
C -1.10552 5.18978 1.20193 0.41
O -1.31809 5.02227 2.43656 -0.61
O -0.01852 5.80863 0.62884 -0.38
H 0.96105 3.47808 -1.55601 0.00
H 1.26293 3.44972 0.18296 -0.49
H 2.22453 4.34692 -0.89510 0.48
H 0.30203 6.02681 -1.42087 0.45
H -1.52629 4.06386 -1.80872 0.31
H -1.82470 5.76619 -1.23907 0.36
C 0.87712 -3.44433 -1.37349 -0.45
C 1.93075 -4.48262 -1.74018 1.10
C 1.55134 -5.92619 -1.41767 -0.13
O 1.84609 -6.59987 -2.58837 -0.37
C 2.29964 -5.74560 -3.57271 0.49
O 2.66689 -6.21701 -4.60061 -0.57
O 2.25385 -4.46790 -3.10998 -0.25
H 0.75958 -3.56429 -0.29651 0.68
H -0.09381 -3.62065 -1.83640 0.36
H 1.22587 -2.41761 -1.48454 -0.86
H 2.84151 -4.32737 -1.16181 -0.30
H 0.49213 -5.75869 -1.22241 0.04
H 2.13091 -6.25652 -0.55564 0.31
C 1.20438 3.76652 4.51524 -1.54
C 2.36947 3.18552 3.92018 0.85
C 2.20618 2.41313 2.58354 0.77
O 3.08356 3.25544 1.79369 -0.31
C 3.62792 4.22496 2.40396 0.55
O 4.36285 5.03670 1.89031 -0.68
O 3.18557 4.33794 3.59541 -0.39
H 0.67236 4.54669 3.97082 0.31
H 1.42474 4.11272 5.52502 0.40
H 0.35593 3.08397 4.56389 0.27
H 2.92657 2.60769 4.65765 0.21
H 1.17530 2.17142 2.32480 -0.26
H 2.87016 1.54883 2.59800 -0.22
C -3.52719 1.54054 -1.51617 -0.47
C -4.20309 2.45701 -2.59099 0.25
C -5.75626 1.96383 -2.72497 -0.58
O -6.32486 3.23131 -2.82779 -0.36
C -5.70778 4.13273 -2.13560 0.57
O -6.20098 5.25392 -1.70887 -0.63
O -4.40744 3.64388 -1.93021 -0.15
H -3.05834 0.65097 -1.93682 0.32
H -4.20800 1.12705 -0.77212 0.29
H -2.71787 2.08605 -1.03086 -0.40
H -3.65304 2.59118 -3.52241 0.34
H -6.08749 1.58198 -1.75927 0.38
H -5.81564 1.19841 -3.49873 0.41
C 2.32582 -0.79126 4.60926 -1.42
C 2.52467 -2.27657 4.16663 0.75
C 3.13107 -2.45429 2.74616 0.05
O 4.00696 -3.59885 2.95786 -0.30
C 4.14522 -3.84961 4.27358 0.55
O 4.96704 -4.63450 4.69431 -0.61
O 3.43235 -3.04527 4.98507 -0.39
H 1.57205 -0.18662 4.10492 0.19
H 3.25076 -0.21548 4.64198 0.39
H 2.21482 -0.81640 5.69330 0.47
H 1.49894 -2.64522 4.17633 0.16
H 3.72595 -1.55173 2.60623 0.02
H 2.46345 -2.57764 1.89342 0.12
C 5.74038 2.26475 -7.25168 -1.53
C 4.99505 1.63335 -5.98513 0.59
C 5.81246 1.19093 -4.77387 -0.46
O 5.17443 1.61023 -3.60780 -0.20
C 4.05959 2.37328 -4.11230 0.66
O 3.20948 2.97633 -3.39381 -0.55
O 4.04991 2.50420 -5.46340 -0.37
H 6.29921 1.49267 -7.78054 0.38
H 6.44091 3.09189 -7.13668 0.38
H 4.94725 2.73981 -7.82905 0.38
H 4.48674 0.74510 -6.36028 0.22
H 6.82246 1.59800 -4.72601 0.38
H 5.84696 0.11299 -4.61586 0.20
C 2.24092 -0.88422 -3.49181 -1.32
C 0.78524 -0.64981 -3.90763 0.69
C 0.68680 0.66631 -4.68955 0.14
O -0.21193 0.29934 -5.76542 -0.41
C -0.21363 -1.06869 -5.80602 0.37
O -0.80736 -1.69311 -6.63711 -0.59
O 0.39527 -1.67148 -4.80593 -0.41
H 3.01810 -0.52507 -4.16643 0.89
H 2.60972 -1.89543 -3.66377 0.56
H 2.36049 -0.73220 -2.41911 -0.27
H 0.16189 -0.50224 -3.02573 0.24
H 1.58684 1.14036 -5.08113 -0.07
H 0.15441 1.48584 -4.20679 0.04
C -4.15840 3.08335 1.99455 -1.34
C -3.69421 1.97076 2.86547 0.95
C -2.43872 2.01158 3.84375 0.53
O -3.11531 2.03611 5.07638 -0.41
C -4.40736 2.25655 5.05798 0.58
O -5.08694 2.27518 6.07525 -0.61
O -4.83794 1.97670 3.79455 -0.53
H -3.94379 4.06341 2.42060 0.37
H -5.23730 3.22207 1.92504 0.41
H -3.61629 3.21090 1.05757 0.13
H -3.61185 0.99116 2.39460 0.15
H -1.89063 2.93180 3.64153 -0.37
H -1.97405 1.03484 3.70904 0.09
C -6.36617 -2.98770 4.19865 -0.89
C -5.60072 -2.63226 5.48240 0.15
C -4.70119 -1.37435 5.44874 0.04
O -5.14943 -0.69226 6.60999 -0.25
C -6.10912 -1.36977 7.26116 0.63
O -6.87019 -1.01478 8.16478 -0.61
O -6.31806 -2.49643 6.63832 -0.38
H -6.53910 -4.06352 4.17028 0.34
H -5.75465 -2.49311 3.44398 0.05
H -7.29076 -2.41508 4.27178 0.33
H -5.05050 -3.51928 5.79637 0.26
H -4.94318 -0.82965 4.53615 0.08
H -3.68058 -1.75699 5.45536 0.27
C -5.07987 -3.66210 0.09880 -1.34
C -3.64670 -3.40442 -0.47338 1.05
C -3.05595 -4.53610 -1.22336 -0.30
O -2.73093 -4.00942 -2.47500 -0.39
C -3.20168 -2.82619 -2.70348 0.62
O -3.06622 -2.08183 -3.69383 -0.59
O -3.64706 -2.41880 -1.47801 -0.27
H -5.17730 -3.00700 0.96450 0.09
H -5.20720 -4.68522 0.45253 0.44
H -5.76015 -3.46497 -0.72973 0.35
H -2.98448 -2.85410 0.19498 -0.09
H -3.70694 -5.40996 -1.19750 0.35
H -2.14282 -4.90600 -0.75703 0.19
```

Gap between HOMO and LUMO (eV): 7.5
E_HOMO (eV): -6.29
Energy relative to the best compared isomer or geometry (same formula, charge and spin) (kJ/mol): 704.5
Charge: -1
Maximum force (Eh/bohr): 0.137

***

(2)
The following is a DFT calculation (ωB97M-V/def2-TZVPD) of C18H27BF7N6O3S2 as an isolated structure in a non-equilibrium geometry.

Geometry as XYZ:
```
64
Properties=species:S:1:pos:R:3:mulliken_charge:R:1
O -1.58498 -0.66408 4.32364 -0.76
S -0.81275 -0.45116 3.08549 1.03
O -0.10079 -1.69329 2.76405 -0.77
B -2.05171 -0.09006 1.63617 0.32
O -2.18828 -1.23374 0.72287 -0.77
C -3.46320 0.51775 2.14659 -0.79
C -4.44581 -0.54257 2.75346 -0.30
C -5.41441 0.14605 3.78038 -0.58
S -6.11752 1.76201 3.23937 -0.24
C 0.33500 1.01785 3.27451 0.50
F 0.65470 1.63841 2.11331 -0.28
F -0.35214 1.94351 4.01057 -0.30
C 1.66135 0.73126 4.04611 0.67
F 1.50261 -0.09310 5.10256 -0.27
F 2.07897 1.92771 4.57354 -0.31
C 2.85470 0.21454 3.15411 0.64
F 3.62630 1.26989 2.81635 -0.28
F 3.61880 -0.61628 3.89585 -0.28
F 2.48319 -0.42755 2.05066 -0.21
H -1.51923 0.78590 0.97771 -0.27
H -1.62558 -1.03461 -0.02633 0.27
H -3.30942 1.39259 2.80024 0.36
H -3.96661 0.91225 1.23815 0.40
H -3.88948 -1.36124 3.24232 0.18
H -5.08780 -1.01618 1.98286 0.27
H -4.86885 0.33699 4.72382 0.26
H -6.28044 -0.48960 4.04687 0.40
H -5.74222 2.04491 1.97013 0.04
C -1.04857 -2.47057 6.74832 -0.15
C -2.05440 -2.85395 7.75093 0.21
N -2.83681 -3.15256 8.53277 -0.42
H -1.52913 -1.98603 5.89621 -0.05
H -0.33320 -1.77886 7.19011 0.19
H -0.51965 -3.35667 6.40031 0.30
C 4.01198 -0.66193 -1.22636 -1.11
C 3.15288 -0.33219 -2.38480 0.38
N 2.46867 -0.05176 -3.27978 -0.11
H 5.06016 -0.62452 -1.52269 0.35
H 3.84597 0.05113 -0.41853 0.22
H 3.77831 -1.66347 -0.86772 0.33
C 2.28235 2.00677 -7.04511 -0.85
C 1.96096 1.34281 -5.76621 0.34
N 1.70651 0.79916 -4.76956 -0.27
H 2.53764 3.04914 -6.85964 0.30
H 3.12742 1.51797 -7.53503 0.20
H 1.41837 1.96521 -7.70655 0.24
C 3.08998 -1.86189 -8.83962 -0.50
C 3.13164 -0.79030 -9.84723 0.29
N 3.16419 0.04484 -10.62992 -0.41
H 2.22368 -2.49781 -9.01145 0.27
H 3.99307 -2.46571 -8.90420 0.26
H 3.02155 -1.43227 -7.84272 0.10
C 4.83638 -3.44825 -3.75149 -0.50
C 3.97675 -3.10627 -4.89606 0.28
N 3.30655 -2.83111 -5.78070 -0.31
H 5.88261 -3.41281 -4.05081 0.26
H 4.67198 -2.73664 -2.94204 -0.04
H 4.60257 -4.45091 -3.39783 0.28
C -5.12055 5.41284 0.91078 -0.91
C -4.23012 4.32046 1.32898 0.35
N -3.54116 3.46653 1.65452 -0.28
H -5.69556 5.76732 1.76487 0.27
H -4.53181 6.23649 0.51031 0.32
H -5.80564 5.05766 0.14259 0.27
```

Gap between HOMO and LUMO (eV): 7.5
E_HOMO (eV): -5.70
Charge: -1
Maximum force (Eh/bohr): 0.159